--- w ---
The following is a quantum chemistry calculation of 2 unconnected molecules or ions with the total composition C7H16O, from the OMol25 dataset.

```
24
Properties=species:S:1:pos:R:3:lowdin_charge:R:1
C 1.042 -2.281 -2.961 -0.100
C 1.019 -1.572 -1.558 -0.266
C 0.903 -0.064 -1.540 -0.190
C 0.383 0.414 -0.189 -0.316
C 1.265 0.744 0.738 -0.121
C 0.839 1.084 2.144 -0.124
C -1.133 0.482 -0.130 -0.021
H 2.051 -2.603 -3.193 0.061
H 0.445 -1.656 -3.637 0.068
H 0.456 -3.205 -2.944 0.060
H 1.950 -1.931 -1.097 0.102
H 0.271 -2.128 -0.990 0.100
H 0.093 0.094 -2.277 0.104
H 1.781 0.443 -1.942 0.121
H 2.342 0.864 0.669 0.108
H 1.658 1.267 2.854 0.066
H 0.273 0.258 2.568 0.070
H 0.289 2.028 2.317 0.077
H -1.506 1.107 -0.939 0.089
H -1.404 1.005 0.788 0.045
H -1.429 -0.562 -0.142 0.088
H -3.356 0.678 3.596 0.018
H -2.530 1.299 2.509 -0.016
O -3.393 1.292 2.887 -0.023
```

Output
orbital gap	9.92	eV
HOMO	-0.3334	Ha
SMILES	C/C=C(\C)CCC.O

***

--- x ---
The following is a quantum chemistry calculation of 2 unconnected molecules or ions with the total composition C7H16O, from the OMol25 dataset.

```
24
Properties=species:S:1:pos:R:3:lowdin_charge:R:1
C -0.340 -1.004 0.566 -0.296
C 0.414 0.164 0.607 -0.235
C -0.059 -2.264 1.335 -0.079
C -1.573 -1.129 -0.315 -0.069
C 1.593 0.344 1.610 -0.055
C -0.869 2.262 0.535 -0.126
C 0.153 1.449 -0.205 -0.244
H 0.796 -2.829 0.927 0.088
H -0.963 -2.892 1.258 0.068
H 0.134 -2.055 2.401 0.075
H -1.289 -1.519 -1.306 0.090
H -2.021 -0.129 -0.444 0.062
H -2.332 -1.800 0.123 0.075
H 2.558 0.401 1.079 0.077
H 1.632 -0.497 2.322 0.059
H 1.448 1.279 2.177 0.070
H -1.832 1.758 0.723 0.077
H -1.064 3.197 -0.017 0.076
H -0.410 2.516 1.505 0.073
H -0.330 1.091 -1.134 0.098
H 1.010 2.087 -0.496 0.117
O 0.802 -0.228 -4.180 -0.092
H 0.952 -0.520 -5.108 0.046
H 1.592 0.316 -3.961 0.045
```

Output
orbital gap	8.97	eV
HOMO	-0.3006	Ha
SMILES	CCC(C)=C(C)C.O

***

The least stable of them is w.